(1)
Computed, not measured: a 12-piece molecular cluster, C48H72O36 overall at a distorted geometry, with ωB97M-V/def2-TZVPD.

Cartesian coordinates (Å):
C1 3.096 2.651 4.131
C2 1.877 2.741 3.280
C3 0.507 2.882 3.919
O1 -0.185 3.896 3.225
C4 0.723 4.583 2.474
O2 0.450 5.538 1.816
O3 1.932 4.033 2.561
H1 3.122 1.683 4.633
H2 3.300 3.470 4.821
H3 3.989 2.723 3.501
H4 1.892 2.033 2.448
H5 0.621 3.115 4.986
H6 -0.017 1.926 3.970
C5 -0.051 0.092 -1.831
C6 0.240 0.498 -0.406
C7 -0.759 1.455 0.237
O4 -0.776 0.973 1.586
C8 -0.423 -0.327 1.608
O5 -0.670 -1.068 2.508
O6 -0.001 -0.688 0.389
H7 0.648 -0.701 -2.104
H8 0.035 0.879 -2.579
H9 -1.062 -0.315 -1.911
H10 1.271 0.829 -0.279
H11 -1.765 1.381 -0.176
H12 -0.445 2.495 0.236
C9 -2.884 2.190 -4.283
C10 -3.867 2.043 -3.121
C11 -5.002 3.068 -2.979
O7 -6.194 2.291 -2.949
C12 -5.906 0.984 -3.145
O8 -6.703 0.109 -3.146
O9 -4.597 0.829 -3.363
H13 -3.393 1.933 -5.214
H14 -2.057 1.487 -4.200
H15 -2.487 3.208 -4.297
H16 -3.187 1.913 -2.277
H17 -5.007 3.810 -3.778
H18 -4.990 3.552 -2.004
C13 -1.333 -4.282 3.034
C14 -2.091 -5.464 2.462
C15 -3.298 -5.046 1.590
O10 -3.178 -5.879 0.441
C16 -1.974 -6.480 0.406
O11 -1.577 -7.149 -0.492
O12 -1.279 -6.192 1.521
H19 -0.891 -3.709 2.215
H20 -0.539 -4.616 3.696
H21 -2.081 -3.630 3.489
H22 -2.291 -6.156 3.282
H23 -3.205 -3.979 1.399
H24 -4.260 -5.333 2.006
C17 2.589 -2.682 2.860
C18 2.926 -3.638 4.005
C19 4.059 -4.643 3.826
O13 4.971 -4.405 4.898
C20 4.666 -3.224 5.484
O14 5.288 -2.728 6.365
O15 3.619 -2.657 4.863
H25 3.492 -2.413 2.311
H26 2.054 -1.857 3.317
H27 2.007 -3.124 2.043
H28 2.025 -4.002 4.494
H29 4.615 -4.598 2.890
H30 3.665 -5.656 3.933
C21 5.213 5.880 -1.815
C22 4.825 4.557 -1.168
C23 3.896 4.673 0.050
O16 2.734 3.927 -0.337
C24 2.864 3.429 -1.571
O17 2.067 2.708 -2.088
O18 4.045 3.795 -2.110
H31 6.220 6.154 -1.502
H32 4.496 6.676 -1.621
H33 5.241 5.743 -2.896
H34 5.720 3.996 -0.903
H35 3.533 5.684 0.235
H36 4.292 4.272 0.979
C25 1.980 -7.512 -2.022
C26 1.669 -6.322 -1.159
C27 2.847 -5.967 -0.252
O19 2.874 -4.535 -0.336
C28 2.052 -4.105 -1.320
O20 1.856 -2.949 -1.538
O21 1.395 -5.129 -1.897
H37 1.119 -7.875 -2.589
H38 2.280 -8.379 -1.431
H39 2.742 -7.288 -2.771
H40 0.794 -6.513 -0.535
H41 3.800 -6.340 -0.633
H42 2.702 -6.307 0.770
C29 1.152 2.850 -5.886
C30 -0.081 2.915 -6.761
C31 0.157 3.105 -8.274
O22 -0.871 2.310 -8.847
C32 -1.289 1.389 -7.947
O23 -1.964 0.450 -8.191
O24 -0.740 1.651 -6.732
H43 1.698 3.793 -5.878
H44 1.726 1.970 -6.157
H45 0.769 2.788 -4.863
H46 -0.810 3.677 -6.466
H47 1.109 2.685 -8.604
H48 0.140 4.179 -8.447
C33 -1.463 0.106 5.975
C34 -1.327 -1.352 6.357
C35 -0.047 -1.998 5.826
O25 0.712 -2.321 6.982
C36 0.001 -2.046 8.101
O26 0.301 -2.392 9.195
O27 -1.178 -1.459 7.785
H49 -2.378 0.523 6.397
H50 -1.562 0.166 4.886
H51 -0.610 0.707 6.288
H52 -2.240 -1.891 6.111
H53 0.606 -1.461 5.138
H54 -0.349 -2.866 5.229
C37 -2.084 5.887 -0.477
C38 -2.655 4.960 0.592
C39 -4.082 5.257 1.048
O28 -4.743 3.978 1.030
C40 -3.971 3.108 0.342
O29 -4.362 2.023 0.032
O30 -2.784 3.630 0.033
H55 -2.587 6.850 -0.503
H56 -2.167 5.408 -1.452
H57 -1.027 5.996 -0.242
H58 -1.989 4.911 1.450
H59 -4.605 6.012 0.463
H60 -4.092 5.562 2.094
C41 3.968 -0.368 -1.808
C42 3.886 -0.476 -3.319
C43 4.198 0.858 -4.019
O31 5.337 0.617 -4.825
C44 5.847 -0.616 -4.552
O32 6.794 -1.084 -5.093
O33 5.067 -1.244 -3.660
H61 3.152 0.193 -1.342
H62 4.943 -0.023 -1.475
H63 3.783 -1.356 -1.376
H64 3.011 -1.017 -3.670
H65 4.365 1.632 -3.273
H66 3.384 1.189 -4.661
C45 -3.863 -1.385 -0.036
C46 -5.056 -1.832 0.790
C47 -6.292 -0.934 0.499
O34 -7.289 -1.834 0.051
C48 -6.782 -3.076 -0.090
O35 -7.375 -4.011 -0.506
O36 -5.487 -3.102 0.302
H67 -3.387 -0.468 0.319
H68 -4.244 -1.119 -1.025
H69 -3.089 -2.145 -0.146
H70 -4.924 -1.842 1.871
H71 -6.183 -0.093 -0.186
H72 -6.585 -0.449 1.437

HOMO = -10.78 eV
E = -4581.0521 a.u.
LUMO level = -0.23 eV
max |F| = 2.88 eV/A
SMILES string = C[C@H]1COC(=O)O1.C[C@H]1COC(=O)O1.C[C@H]1COC(=O)O1.C[C@H]1COC(=O)O1.C[C@H]1COC(=O)O1.C[C@H]1COC(=O)O1.C[C@H]1COC(=O)O1.C[C@H]1COC(=O)O1.C[C@H]1COC(=O)O1.C[C@H]1COC(=O)O1.C[C@H]1COC(=O)O1.C[C@H]1COC(=O)O1

(2)
Computed, not measured: C15H21ClN2O3 as an isolated structure at a distorted geometry, with ωB97M-V/def2-TZVPD.

Cartesian coordinates (Å):
C1 -3.900 -1.479 0.695
H1 -3.742 -2.112 -0.284
H2 -4.730 -1.601 1.089
H3 -3.084 -1.785 1.251
C2 -3.854 -0.180 0.079
C3 -5.168 0.301 -0.530
H4 -6.109 0.055 0.148
H5 -5.118 1.468 -0.949
H6 -5.204 -0.154 -1.605
C4 -2.579 0.281 -0.582
H7 -2.615 -0.127 -1.427
H8 -2.795 1.454 -1.029
C5 -1.289 0.045 0.111
N1 -0.259 1.097 -0.394
C6 0.673 1.623 0.186
O1 0.552 1.708 1.646
N2 1.701 2.078 -0.380
H9 1.690 1.962 -1.332
C7 2.997 2.750 0.151
H10 2.631 2.729 1.399
H11 3.129 3.640 -0.214
C8 3.923 1.746 0.101
C9 3.526 0.352 0.059
C10 3.357 -0.463 -0.987
C11 2.876 -1.615 -1.383
C12 2.517 -2.283 0.052
C13 2.546 -1.765 1.235
C14 3.124 -0.150 1.167
H12 3.071 0.225 2.222
H13 2.201 -2.030 2.234
Cl1 1.726 -3.778 0.036
H14 2.760 -2.388 -2.174
H15 3.794 -0.063 -2.080
H16 4.444 1.716 -1.064
H17 4.789 1.743 0.694
H18 -0.032 0.947 -1.345
C15 -0.782 -1.201 0.188
O2 -0.654 -1.775 1.660
O3 -0.523 -1.696 -0.812
H19 -0.240 -2.503 -0.611
H20 -1.346 0.565 1.390
H21 -4.005 0.666 1.390

HOMO = -8.57 eV
E = -1378.9631 a.u.
LUMO level = 0.30 eV
max |F| = 18.53 eV/A

(3)
Computed, not measured: C26H42FO30PS5Si2 as an isolated structure at a distorted geometry, with ωB97M-V/def2-TZVPD.

Cartesian coordinates (Å):
C1 8.591 1.200 1.828
C2 7.221 1.382 1.093
O1 6.721 2.473 1.025
O2 6.621 0.236 0.586
C3 5.478 0.535 -0.206
O3 5.648 0.605 -1.391
C4 4.043 0.708 0.412
Si1 3.174 -0.998 0.163
C5 4.382 -2.296 0.844
C6 4.940 -1.937 2.299
O4 4.212 -1.794 3.252
O5 1.676 -0.895 0.988
Si2 0.494 -1.995 0.453
C7 0.950 -3.736 1.104
C8 0.927 -3.790 2.685
C9 2.063 -4.724 3.268
F1 1.091 -2.519 3.293
O6 -1.083 -1.685 1.034
C10 -1.475 -0.373 0.814
O7 -1.748 0.101 -0.262
C11 -1.611 0.522 2.097
C12 -2.938 0.777 2.687
C13 -2.951 1.591 3.905
C14 -1.753 2.166 4.514
C15 -0.446 1.901 3.925
C16 -0.399 1.082 2.697
P1 0.328 -2.020 -1.784
O8 1.382 -2.965 -2.290
O9 -1.177 -2.626 -2.185
O10 0.604 -0.511 -2.441
H1 9.021 0.172 1.665
H2 9.349 1.958 1.496
H3 8.488 1.325 2.942
H4 3.506 1.549 -0.085
H5 4.213 0.922 1.504
H6 3.050 -1.173 -1.282
H7 5.298 -2.327 0.180
H8 3.986 -3.341 0.889
H9 6.063 -1.857 2.438
H10 0.086 -4.391 0.774
H11 1.889 -4.136 0.651
H12 -0.059 -4.188 3.062
H13 1.916 -4.763 4.380
H14 1.942 -5.776 2.884
H15 3.081 -4.307 3.068
H16 -3.874 0.348 2.254
H17 -3.947 1.786 4.374
H18 -1.804 2.807 5.425
H19 0.522 2.295 4.317
H20 0.605 0.915 2.249
H21 -1.756 -1.911 -2.517
H22 -0.112 0.118 -2.217
C17 1.580 -1.775 -5.721
C18 2.850 -2.532 -6.052
O11 2.526 -3.299 -7.216
S1 1.455 -2.483 -8.107
O12 2.155 -1.797 -9.139
O13 0.346 -3.337 -8.369
O14 1.023 -1.404 -6.987
H23 0.861 -2.417 -5.207
H24 1.772 -0.891 -5.116
H25 3.170 -3.180 -5.239
H26 3.662 -1.847 -6.313
C19 -3.983 -3.166 -5.186
C20 -4.643 -2.127 -6.073
O15 -5.517 -1.402 -5.203
S2 -4.871 -1.347 -3.724
O16 -4.196 -0.103 -3.576
O17 -5.837 -1.815 -2.794
O18 -3.755 -2.502 -3.939
H27 -4.649 -4.012 -5.004
H28 -3.044 -3.527 -5.602
H29 -5.202 -2.575 -6.892
H30 -3.908 -1.425 -6.475
C21 -6.508 5.045 3.461
C22 -7.687 4.108 3.298
O19 -7.379 2.986 4.131
S3 -6.528 3.491 5.407
O20 -7.417 3.661 6.504
O21 -5.343 2.705 5.493
O22 -6.140 4.951 4.840
H31 -5.657 4.718 2.859
H32 -6.759 6.073 3.203
H33 -7.830 3.794 2.266
H34 -8.609 4.563 3.670
C23 7.017 -5.020 -1.686
C24 8.280 -5.707 -1.202
O23 8.320 -5.452 0.204
S4 6.810 -5.378 0.772
O24 6.474 -6.642 1.328
O25 6.661 -4.159 1.492
O26 6.056 -5.234 -0.649
H35 7.168 -3.943 -1.795
H36 6.658 -5.432 -2.628
H37 9.175 -5.322 -1.688
H38 8.224 -6.789 -1.349
C25 -8.023 10.622 1.718
C26 -6.605 10.106 1.865
O27 -6.743 8.689 1.998
S5 -8.022 8.198 1.142
O28 -7.560 7.720 -0.115
O29 -8.863 7.430 1.996
O30 -8.695 9.647 0.915
H39 -8.528 10.672 2.686
H40 -8.060 11.599 1.240
H41 -6.096 10.526 2.730
H42 -6.016 10.305 0.966

HOMO = -9.02 eV
E = -6284.3658 a.u.
LUMO level = 0.22 eV
max |F| = 3.18 eV/A

(4)
Computed, not measured: C4H8N2O as an isolated structure at a distorted geometry, with ωB97M-V/def2-TZVPD.

Cartesian coordinates (Å):
C1 0.466 -0.478 1.279
C2 -0.480 0.381 0.438
C3 0.297 -0.631 -0.176
C4 -2.036 0.131 0.628
N1 1.593 0.127 -2.445
N2 1.751 0.053 -1.163
O1 2.219 1.005 -3.124
H1 1.322 0.055 1.681
H2 -0.027 -1.350 1.811
H3 -0.263 1.431 0.459
H4 -0.013 -1.606 -0.653
H5 -2.576 0.912 1.034
H6 -2.020 -0.759 1.146
H7 -2.339 -0.127 -0.386
H8 2.104 0.856 -0.530

HOMO (spin up / spin down) = -6.60 / -9.86 eV
E = -341.6846 a.u.
LUMO level (spin up / spin down) = 0.96 / -1.11 eV
spin multiplicity = 3
max |F| = 6.66 eV/A

(5)
Computed, not measured: a 2-piece molecular cluster, H4NP overall at a distorted geometry, with ωB97M-V/def2-TZVPD.

Cartesian coordinates (Å):
N1 -0.530 -0.589 0.158
P1 -0.321 1.030 0.554
H1 -1.277 -0.776 -0.454
H2 0.209 -1.178 -0.223
H3 1.306 0.948 -1.552
H4 0.614 0.566 1.518

HOMO (spin up / spin down) = -9.82 / -7.80 eV
E = -398.3583 a.u.
LUMO level (spin up / spin down) = -0.44 / -0.64 eV
max |F| = 1.55 eV/A

(6)
Computed, not measured: C42H42GdN5OS as an isolated structure at a distorted geometry, with ωB97M-V/def2-TZVPD.

Cartesian coordinates (Å):
Gd1 0.441 -0.183 -0.207
C1 0.609 2.505 2.895
C2 -0.611 3.340 2.497
C3 -1.689 3.219 3.572
C4 -1.068 2.935 1.112
C5 -0.222 3.189 0.029
C6 -0.605 2.886 -1.271
C7 -1.867 2.355 -1.539
C8 -2.341 2.123 -2.938
C9 -2.707 2.114 -0.459
C10 -2.311 2.374 0.844
H1 0.988 2.816 3.866
H2 1.405 2.617 2.163
H3 0.323 1.453 2.953
H4 -0.303 4.392 2.443
H5 -1.967 2.176 3.720
H6 -2.576 3.788 3.305
H7 -1.309 3.605 4.516
H8 0.718 3.699 0.189
H9 0.054 3.145 -2.088
H10 -2.937 2.973 -3.273
H11 -2.961 1.232 -2.987
H12 -1.500 1.996 -3.613
H13 -3.703 1.741 -0.644
H14 -3.002 2.168 1.646
N1 -0.195 -2.275 2.993
C11 1.061 -1.713 2.990
C12 1.950 -2.196 3.957
C13 3.208 -1.652 4.082
C14 3.541 -0.594 3.224
C15 2.622 -0.178 2.300
N2 1.390 -0.720 2.121
C16 -1.396 -1.958 2.402
C17 -2.535 -2.529 2.981
C18 -3.781 -2.271 2.462
C19 -3.850 -1.448 1.328
C20 -2.690 -0.951 0.800
N3 -1.453 -1.155 1.312
H15 -0.294 -2.984 3.709
H16 1.626 -2.986 4.619
H17 3.898 -2.016 4.826
H18 4.499 -0.110 3.287
H19 2.859 0.662 1.660
H20 -2.414 -3.157 3.852
H21 -4.668 -2.690 2.912
H22 -4.794 -1.225 0.864
H23 -2.711 -0.341 -0.094
N4 2.420 -0.554 -3.181
C21 2.231 -1.776 -2.653
N5 2.603 -2.833 -3.413
O1 1.783 -1.934 -1.505
H24 2.877 -0.436 -4.067
H25 2.368 0.266 -2.566
H26 2.703 -2.724 -4.408
H27 2.344 -3.747 -3.077
S1 2.618 1.548 -0.795
C22 4.146 0.755 -0.421
C23 5.323 1.499 -0.393
C24 6.521 0.901 -0.054
C25 6.572 -0.449 0.257
C26 5.404 -1.191 0.237
C27 4.205 -0.602 -0.105
H28 5.286 2.551 -0.627
H29 7.423 1.495 -0.022
H30 7.510 -0.919 0.513
H31 5.409 -2.240 0.495
H32 3.306 -1.207 -0.113
C28 -0.944 -0.603 -2.062
C29 -1.619 -1.127 -2.942
C30 -2.375 -1.706 -3.975
C31 -1.649 -2.387 -5.012
C32 -0.316 -2.026 -5.292
C33 0.414 -2.689 -6.254
C34 -0.148 -3.736 -6.972
C35 -1.451 -4.124 -6.693
C36 -2.187 -3.471 -5.729
C37 -3.805 -1.608 -3.919
C38 -4.451 -1.306 -2.703
C39 -5.817 -1.153 -2.629
C40 -6.606 -1.302 -3.760
C41 -5.994 -1.584 -4.972
C42 -4.626 -1.722 -5.057
H33 0.112 -1.198 -4.742
H34 1.433 -2.383 -6.469
H35 0.422 -4.249 -7.733
H36 -1.891 -4.956 -7.229
H37 -3.183 -3.814 -5.493
H38 -3.845 -1.211 -1.815
H39 -6.285 -0.926 -1.680
H40 -7.680 -1.197 -3.701
H41 -6.594 -1.687 -5.866
H42 -4.174 -1.887 -6.024

HOMO (spin up / spin down) = -4.53 / -7.13 eV
E = -3138.4656 a.u.
LUMO level (spin up / spin down) = 0.18 / -0.46 eV
spin multiplicity = 8
max |F| = 1.82 eV/A